Record 1
Here is a 4-piece molecular cluster, C2H12O3S2 overall from the Open Molecules 2025 dataset. Energies are from ωB97M-V with the def2-TZVPD basis set.

Positions of all 19 atoms, in Å:
C (-3.2226, -0.1266, 0.2518)
H (2.4325, 0.4622, -2.3373)
C (-1.8016, 0.4683, 0.1899)
H (0.2846, -3.5348, 0.7302)
H (4.3025, 2.9726, 4.3691)
H (-0.9870, -0.2529, 0.4238)
O (3.7948, 2.1851, 4.1742)
H (-3.5536, -0.2045, 1.3071)
H (-3.9534, 0.4702, -0.2937)
S (-1.5080, 1.0712, -1.6267)
H (3.8981, 0.4069, -2.6476)
H (-3.1504, -1.2099, -0.0916)
H (-1.4575, 1.4110, 0.6977)
H (-0.7233, -2.8293, -0.1025)
O (3.1739, -0.1541, -2.3487)
H (0.1226, 0.5237, -3.5215)
H (4.0108, 1.7895, 3.3300)
O (-0.6623, -3.3468, 0.7104)
S (-1.0002, -0.1017, -3.2145)

Spin multiplicity: 1
E_LUMO: 0.3 eV
Net charge: 0
SMILES: CCSS.O.O.O
HOMO level: -8.71 eV
Kohn-Sham gap: 9.0 eV

Record 2
Here is a 5-piece molecular cluster, C2H12O4 overall from the Open Molecules 2025 dataset. Energies are from ωB97M-V with the def2-TZVPD basis set.

Positions of all 18 atoms, in Å:
O (0.5960, -2.0333, -0.4197)
H (-2.2400, -1.5950, -0.2114)
O (0.3101, 2.0418, 0.4029)
H (0.8855, -1.3238, -1.0158)
C (-2.0199, 0.3202, 0.6331)
H (0.9349, -0.2869, 2.3237)
O (0.7843, 0.4712, -1.9666)
H (0.8174, 2.7991, 0.7060)
H (0.6461, 1.3309, 0.9700)
C (-2.0653, -0.5365, -0.3925)
H (-0.3836, -1.9736, -0.5013)
H (0.5887, 1.0611, -1.2158)
H (1.4673, -1.1022, 1.1486)
H (1.7031, 0.6448, -2.1941)
H (-2.4330, -0.2106, -1.3598)
H (-2.3149, 1.3265, 0.3780)
H (-2.0829, -0.1149, 1.6221)
O (1.6704, -0.3762, 1.7308)

Spin multiplicity: 1
E_LUMO: 0.6 eV
Net charge: 0
SMILES: C=C.O.O.O.O
HOMO level: -10.26 eV
Kohn-Sham gap: 10.8 eV

Record 3
Here is a 4-piece molecular cluster, C2H12O4 overall from the Open Molecules 2025 dataset. Energies are from ωB97M-V with the def2-TZVPD basis set.

Positions of all 18 atoms, in Å:
H (-0.0401, -0.2266, -0.1028)
H (-1.3160, -1.1683, 1.4268)
O (-0.5249, -1.3787, 1.8788)
H (0.5624, -1.5336, -1.8292)
O (-2.3688, 0.1671, 0.1854)
C (1.6352, 0.2113, -1.0454)
H (0.1751, 1.5799, 2.7804)
H (-2.1159, 1.0615, 0.0899)
H (0.8538, -0.2148, -3.0175)
H (2.2068, -1.3050, -2.4435)
H (1.9326, 1.1938, -1.4124)
H (-0.4302, -0.5607, 2.3341)
H (2.4118, -0.3828, -0.4179)
O (0.5879, 0.5997, -0.2110)
H (-0.9396, 1.6026, 1.7590)
C (1.2429, -0.8100, -2.1761)
H (-3.2624, -0.0635, -0.2178)
O (-0.6107, 1.2282, 2.4191)

Spin multiplicity: 1
E_LUMO: 0.4 eV
Net charge: 0
SMILES: CCO.O.O.O
HOMO level: -9.65 eV
Kohn-Sham gap: 10.0 eV

Record 4
Here is a 4-piece molecular cluster, C2H12O4 overall from the Open Molecules 2025 dataset. Energies are from ωB97M-V with the def2-TZVPD basis set.

Positions of all 18 atoms, in Å:
O (1.2732, 2.6622, 0.5855)
H (-0.3373, -0.1381, -0.0901)
H (2.2016, -0.3447, -1.2260)
O (-0.6083, -0.0368, 0.8428)
O (1.2233, -0.4755, -1.2568)
C (-2.0618, -0.3449, 0.6320)
H (3.3444, 1.3563, -0.4230)
C (-2.8435, -1.6432, 0.3569)
H (4.6925, 0.7320, -0.3412)
H (-3.0469, -1.8730, -0.7095)
H (1.1356, -0.7386, -2.1957)
H (0.7737, 2.0591, -0.0029)
O (3.8472, 0.6449, -0.7983)
H (-2.0345, -2.3677, 0.7177)
H (-3.7605, -1.9641, 1.1566)
H (-2.6027, 0.1329, 1.5196)
H (1.1647, 2.0606, 1.3797)
H (-2.3606, 0.2786, -0.1474)

Spin multiplicity: 2
E_LUMO (alpha / beta): -3.7 / -10.3 eV
Net charge: +1
HOMO level (alpha / beta): -14.90 / -14.90 eV
Kohn-Sham gap (alpha / beta): 11.2 / 4.6 eV

Record 5
Here is C2H13HgO5 as an isolated structure from the Open Molecules 2025 dataset. Energies are from ωB97M-V with the def2-TZVPD basis set.

Positions of all 21 atoms, in Å:
H (-1.6236, 0.4963, -1.4159)
H (0.4167, -0.9548, 0.4523)
O (2.7198, 0.6526, 1.5860)
H (2.9192, -1.7502, 2.2109)
H (2.9550, 1.5406, 1.3170)
H (-1.1994, 1.1025, 0.1831)
O (0.5994, 3.1508, -0.1473)
H (1.9124, -1.7003, 1.0814)
H (0.0372, -1.4074, -1.1463)
Hg (2.2078, 0.4371, -3.0298)
C (-1.2699, 0.2024, -0.4277)
H (-0.0088, 3.2106, 0.5894)
C (0.1094, -0.5301, -0.5034)
O (1.1389, 0.2479, -0.9790)
O (2.6140, -2.2393, 1.4467)
H (0.5181, 2.2473, -0.4528)
O (-4.4763, -1.7824, -0.6082)
H (-4.8080, -1.5936, 0.2696)
H (-2.0835, -0.4287, -0.0699)
H (-4.9547, -1.1818, -1.1798)
H (2.2762, 0.2805, 0.8237)

Spin multiplicity: 2
E_LUMO (alpha / beta): -12.0 / -14.7 eV
Net charge: +2
HOMO level (alpha / beta): -18.17 / -16.63 eV
Kohn-Sham gap (alpha / beta): 6.2 / 1.9 eV

Record 6
Here is a 3-piece molecular cluster, C2H13N2O2 overall from the Open Molecules 2025 dataset. Energies are from ωB97M-V with the def2-TZVPD basis set.

Positions of all 19 atoms, in Å:
H (-5.0643, -3.6640, 2.9520)
H (-0.7134, 0.9357, 0.8160)
C (-0.0181, 0.9564, -0.0166)
O (-5.4247, -2.9984, 3.5584)
H (2.6257, 1.0866, -3.6603)
H (2.7429, -0.9359, -0.1598)
O (1.8849, 0.8698, -3.0862)
H (0.2668, -1.1117, -0.6583)
H (1.0280, 2.5537, -0.7353)
H (-4.9762, -2.2332, 3.1814)
H (2.2090, 0.0496, -1.3632)
C (0.7504, -0.4497, 0.0530)
N (0.9116, 2.0574, 0.1267)
H (1.1199, 0.7502, -3.6626)
H (0.7153, 2.6474, 0.9179)
H (-0.5062, 0.9261, -0.9845)
H (0.8957, -0.9794, 0.9853)
N (2.1880, -0.1067, -0.3540)
H (2.4163, 0.7037, 0.2319)

Spin multiplicity: 1
E_LUMO: -3.2 eV
Net charge: +1
HOMO level: -13.31 eV
Kohn-Sham gap: 10.2 eV

Record 7
Here is a 4-piece molecular cluster, C2H13N2O3 overall from the Open Molecules 2025 dataset. Energies are from ωB97M-V with the def2-TZVPD basis set.

Positions of all 20 atoms, in Å:
H (3.2175, 0.9596, -0.2098)
H (-1.4360, 1.8922, -2.0930)
C (-0.2370, 0.1690, 0.2349)
O (2.5046, 0.3154, -0.2910)
H (-0.2488, 2.4034, -0.8379)
H (0.3171, 1.8753, -2.3093)
H (0.0720, 0.9910, 0.8624)
N (-0.3611, -1.0231, 0.7949)
N (-0.4786, 0.3492, -1.0313)
H (-0.5837, -0.4368, -1.6673)
H (-0.1901, -1.1644, 1.7736)
H (2.9645, -0.4862, -0.5683)
H (0.5695, 0.4873, 3.7712)
H (-0.1141, 1.8921, 3.5472)
H (-0.9371, -3.1484, -1.7246)
H (-2.3100, -2.6035, -1.7378)
C (-0.4923, 1.6848, -1.5986)
H (-1.0626, -1.5889, 0.3271)
O (-1.4128, -2.3393, -1.4840)
O (0.1815, 1.0818, 3.1289)

Spin multiplicity: 1
E_LUMO: -2.6 eV
Net charge: +1
HOMO level: -14.08 eV
Kohn-Sham gap: 11.5 eV

Record 8
Here is a 4-piece molecular cluster, C2H13N2O4 overall from the Open Molecules 2025 dataset. Energies are from ωB97M-V with the def2-TZVPD basis set.

Positions of all 21 atoms, in Å:
H (-3.1708, -2.5220, -0.5705)
H (3.4186, 1.0889, -1.5518)
O (1.1595, -2.2500, 1.1367)
H (2.1186, -2.2423, 1.0647)
O (2.5804, 1.1729, -1.0943)
H (0.2854, -1.1872, -0.3702)
H (-1.9410, -2.5804, 0.6686)
C (-1.9036, -1.0088, -0.6721)
O (0.2876, 3.0392, 1.0622)
H (-0.4893, 1.5929, 0.1064)
H (0.9878, -3.0604, 1.6276)
H (0.5912, 1.1768, -0.8663)
N (-0.3416, 0.8441, -0.6372)
H (-0.4706, -0.4703, 0.9994)
H (-1.0637, 1.1792, -1.3418)
N (-2.3171, -2.1623, -0.1671)
C (-0.5283, -0.4991, -0.0593)
O (-2.4067, -0.3151, -1.5247)
H (0.4001, 3.4112, 1.9390)
H (2.8010, 1.1079, -0.1631)
H (0.0024, 3.6849, 0.4139)

Spin multiplicity: 1
E_LUMO: -2.9 eV
Net charge: +1
HOMO level: -14.07 eV
Kohn-Sham gap: 11.2 eV

Please write out number 2 again, unchanged.
Here is a 5-piece molecular cluster, C2H12O4 overall from the Open Molecules 2025 dataset. Energies are from ωB97M-V with the def2-TZVPD basis set.

Positions of all 18 atoms, in Å:
O (0.5960, -2.0333, -0.4197)
H (-2.2400, -1.5950, -0.2114)
O (0.3101, 2.0418, 0.4029)
H (0.8855, -1.3238, -1.0158)
C (-2.0199, 0.3202, 0.6331)
H (0.9349, -0.2869, 2.3237)
O (0.7843, 0.4712, -1.9666)
H (0.8174, 2.7991, 0.7060)
H (0.6461, 1.3309, 0.9700)
C (-2.0653, -0.5365, -0.3925)
H (-0.3836, -1.9736, -0.5013)
H (0.5887, 1.0611, -1.2158)
H (1.4673, -1.1022, 1.1486)
H (1.7031, 0.6448, -2.1941)
H (-2.4330, -0.2106, -1.3598)
H (-2.3149, 1.3265, 0.3780)
H (-2.0829, -0.1149, 1.6221)
O (1.6704, -0.3762, 1.7308)

Spin multiplicity: 1
E_LUMO: 0.6 eV
Net charge: 0
SMILES: C=C.O.O.O.O
HOMO level: -10.26 eV
Kohn-Sham gap: 10.8 eV

Q: spin multiplicity of number 2 (C2H12O4)?
A: 1

Q: net charge of number 1 (C2H12O3S2)?
A: 0